No. 1
{
  "formula": "C5H12O4",
  "method": "the ωB97M-V functional and the def2-TZVPD basis",
  "homo_lumo_gap_ev": 10.71,
  "relative_energy_kcal_mol": 58.4,
  "symbols": ["C", "O", "C", "C", "C", "O", "C", "O", "H", "H", "H", "H", "H", "H", "H", "H", "H", "H", "O", "H", "H"],
  "positions_angstrom": [[0.00, 0.00, 0.00], [-0.76, -0.58, -1.05], [-0.40, -2.02, -1.23], [-0.58, -2.46, -2.56], [-0.21, -3.92, -2.72], [-0.30, -4.49, -4.06], [-0.09, -5.71, -4.36], [0.39, -6.53, -3.58], [-0.13, -0.58, 0.93], [-0.34, 1.03, 0.18], [1.07, 0.02, -0.25], [0.64, -2.34, -1.02], [-1.07, -2.58, -0.55], [-1.66, -2.38, -2.75], [-0.06, -1.79, -3.28], [-0.71, -4.53, -1.95], [0.88, -3.92, -2.50], [-0.41, -5.77, -5.42], [-1.05, 1.97, 1.82], [-1.02, 2.81, 2.34], [-1.15, 2.27, 0.89]]
}

No. 2
{
  "formula": "C39H52Cl2OP4Re",
  "method": "the ωB97M-V functional and the def2-TZVPD basis",
  "spin_multiplicity": 4,
  "homo_lumo_gap_ev": [6.51, 6.11],
  "charge": 2,
  "symbols": ["P", "C", "C", "H", "C", "H", "C", "H", "C", "H", "C", "H", "C", "C", "H", "C", "H", "C", "H", "C", "H", "C", "H", "C", "C", "H", "C", "H", "C", "H", "C", "H", "C", "H", "Re", "C", "C", "H", "C", "O", "H", "C", "H", "C", "Cl", "P", "P", "C", "H", "H", "H", "C", "H", "H", "H", "C", "H", "H", "H", "C", "H", "H", "H", "C", "H", "H", "H", "C", "H", "H", "H", "P", "C", "C", "H", "H", "H", "H", "H", "H", "C", "H", "H", "H", "H", "Cl", "C", "C", "C", "C", "C", "C", "C", "H", "H", "H", "H", "H", "H"],
  "positions_angstrom": [[-1.38, -0.94, -5.36], [-3.16, -0.98, -5.96], [-3.62, -0.19, -7.05], [-3.00, 0.61, -7.49], [-4.87, -0.40, -7.64], [-5.20, 0.21, -8.48], [-5.72, -1.39, -7.13], [-6.72, -1.54, -7.56], [-5.31, -2.15, -6.02], [-5.99, -2.90, -5.59], [-4.05, -1.94, -5.45], [-3.76, -2.57, -4.62], [-0.77, 0.52, -6.24], [-1.11, 1.78, -5.73], [-1.64, 1.88, -4.79], [-0.79, 2.95, -6.43], [-1.03, 3.93, -5.99], [-0.15, 2.85, -7.68], [0.11, 3.77, -8.22], [0.20, 1.60, -8.19], [0.71, 1.54, -9.16], [-0.09, 0.44, -7.47], [0.21, -0.52, -7.90], [-0.70, -2.33, -6.35], [-1.33, -2.86, -7.52], [-2.35, -2.59, -7.80], [-0.66, -3.73, -8.37], [-1.14, -4.11, -9.28], [0.65, -4.15, -8.06], [1.17, -4.84, -8.71], [1.25, -3.70, -6.88], [2.26, -4.04, -6.61], [0.58, -2.82, -6.02], [1.07, -2.50, -5.12], [-0.35, 0.02, -1.06], [1.33, 1.05, -0.98], [1.96, 1.36, -2.15], [1.84, 1.36, -0.06], [1.23, 0.91, -3.40], [2.09, -0.01, -4.17], [1.64, -0.03, -5.04], [-0.08, 0.18, -2.99], [1.07, 1.76, -4.10], [-0.97, -0.75, -3.63], [-2.32, -1.10, -0.27], [0.87, -1.76, -0.18], [-1.46, 1.95, -0.47], [0.20, -2.77, 1.20], [-0.79, -3.16, 0.93], [0.12, -2.16, 2.11], [0.88, -3.61, 1.40], [1.16, -2.98, -1.50], [1.75, -2.51, -2.30], [0.19, -3.30, -1.91], [1.70, -3.84, -1.10], [2.54, -1.46, 0.49], [2.48, -0.83, 1.38], [3.17, -0.97, -0.27], [3.01, -2.42, 0.75], [-2.10, 2.16, 1.23], [-1.31, 2.05, 1.98], [-2.87, 1.41, 1.42], [-2.53, 3.16, 1.36], [-0.60, 3.54, -0.68], [-0.09, 3.56, -1.64], [0.15, 3.66, 0.11], [-1.31, 4.36, -0.63], [-2.98, 2.13, -1.47], [-3.61, 1.26, -1.32], [-2.72, 2.22, -2.53], [-3.49, 3.04, -1.16], [3.64, 2.00, -2.19], [4.11, 2.61, -0.59], [3.70, 3.31, -3.38], [4.19, 1.79, 0.14], [3.37, 3.32, -0.21], [5.08, 3.12, -0.65], [3.16, 3.04, -4.28], [4.73, 3.54, -3.64], [3.24, 4.21, -2.97], [4.76, 0.70, -2.68], [5.09, 0.13, -1.81], [5.63, 1.11, -3.19], [4.24, 0.02, -3.36], [-1.98, -1.17, -3.34], [3.12, 1.07, 4.21], [1.67, 0.27, 4.75], [1.59, -0.23, 6.05], [0.44, -0.92, 6.44], [-0.64, -1.10, 5.55], [-0.56, -0.60, 4.27], [0.60, 0.10, 3.80], [0.72, 0.54, 2.51], [2.45, -0.08, 6.70], [0.39, -1.31, 7.45], [-1.52, -1.65, 5.86], [-1.37, -0.71, 3.52], [-0.13, 0.34, 1.84], [1.45, 1.27, 2.24]]
}

No. 3
{
  "formula": "C3H8GaO3",
  "method": "the ωB97M-V functional and the def2-TZVPD basis",
  "spin_multiplicity": 2,
  "homo_lumo_gap_ev": [5.53, 4.38],
  "charge": 2,
  "relative_energy_kcal_mol": 0.0,
  "symbols": ["O", "C", "C", "O", "Ga", "H", "H", "H", "H", "O", "H", "C", "H", "H", "H"],
  "positions_angstrom": [[1.17, 0.40, 1.06], [0.90, -0.89, 0.46], [-0.40, -0.78, -0.30], [1.88, 1.00, 4.31], [1.73, 0.79, 2.57], [0.83, -1.64, 1.25], [1.73, -1.13, -0.21], [-0.57, -1.70, -0.88], [-1.26, -0.62, 0.38], [-0.26, 0.34, -1.15], [0.90, 1.07, 0.41], [-1.43, 0.71, -1.83], [-1.77, -0.11, -2.50], [-2.24, 0.95, -1.13], [-1.20, 1.59, -2.44]]
}

No. 4
{
  "formula": "C18H18F3NO6S2",
  "method": "the ωB97M-V functional and the def2-TZVPD basis",
  "homo_lumo_gap_ev": 8.93,
  "relative_energy_kcal_mol": 0.0,
  "symbols": ["C", "C", "O", "C", "O", "C", "N", "C", "S", "O", "O", "C", "C", "C", "C", "C", "C", "C", "C", "O", "O", "C", "S", "C", "C", "F", "F", "F", "C", "C", "H", "H", "H", "H", "H", "H", "H", "H", "H", "H", "H", "H", "H", "H", "H", "H", "H", "H"],
  "positions_angstrom": [[-6.17, 1.25, -4.09], [-5.38, 2.47, -3.65], [-4.09, 2.51, -4.28], [-3.11, 1.81, -3.72], [-3.23, 1.14, -2.73], [-1.81, 1.99, -4.49], [-0.82, 1.02, -4.14], [-0.96, -0.33, -4.61], [0.65, 1.50, -3.55], [1.70, 0.91, -4.33], [0.61, 2.93, -3.42], [0.72, 0.76, -1.92], [-0.43, 0.60, -1.17], [-0.33, 0.06, 0.10], [0.91, -0.31, 0.62], [0.98, -0.90, 1.97], [0.11, -1.92, 2.40], [0.35, -2.33, 3.68], [-0.33, -3.37, 4.46], [-0.04, -3.66, 5.59], [-1.32, -3.94, 3.77], [-2.03, -4.97, 4.45], [1.64, -1.45, 4.42], [1.86, -0.54, 2.97], [2.89, 0.53, 2.93], [4.04, 0.12, 2.36], [3.23, 0.94, 4.16], [2.50, 1.61, 2.25], [2.06, -0.14, -0.15], [1.96, 0.40, -1.42], [-7.16, 1.28, -3.65], [-6.26, 1.23, -5.17], [-5.66, 0.34, -3.77], [-5.24, 2.46, -2.56], [-5.87, 3.39, -3.96], [-1.39, 2.97, -4.24], [-2.04, 1.98, -5.57], [-1.75, -0.86, -4.06], [-0.01, -0.83, -4.45], [-1.20, -0.35, -5.68], [-1.38, 0.88, -1.57], [-1.22, -0.07, 0.70], [-0.65, -2.36, 1.78], [-2.50, -4.57, 5.35], [-2.78, -5.32, 3.75], [-1.36, -5.77, 4.73], [3.02, -0.44, 0.23], [2.83, 0.53, -2.05]]
}

No. 5
{
  "formula": "C22H31N3O3",
  "method": "the ωB97M-V functional and the def2-TZVPD basis",
  "homo_lumo_gap_ev": 9.77,
  "relative_energy_kcal_mol": 49.6,
  "symbols": ["O", "C", "C", "C", "C", "N", "N", "C", "C", "C", "C", "C", "C", "C", "C", "C", "C", "C", "O", "N", "C", "C", "C", "C", "C", "C", "C", "O", "H", "H", "H", "H", "H", "H", "H", "H", "H", "H", "H", "H", "H", "H", "H", "H", "H", "H", "H", "H", "H", "H", "H", "H", "H", "H", "H", "H", "H", "H", "H"],
  "positions_angstrom": [[-1.35, -2.11, -0.42], [-1.99, -1.56, 0.47], [-1.56, -1.78, 1.92], [-0.12, -1.28, 2.07], [-0.04, 0.15, 1.67], [-0.80, 1.12, 2.07], [-0.40, 2.23, 1.39], [0.57, 1.87, 0.62], [1.32, 2.72, -0.33], [2.74, 3.04, 0.15], [3.61, 1.80, 0.38], [3.85, 0.97, -0.88], [4.68, -0.23, -0.55], [6.07, -0.16, -0.52], [6.83, -1.26, -0.17], [6.21, -2.45, 0.16], [4.83, -2.54, 0.13], [4.07, -1.44, -0.22], [0.86, 0.56, 0.76], [-3.05, -0.79, 0.19], [-3.75, 0.12, 1.07], [-5.22, -0.25, 1.17], [-5.84, -0.20, -0.23], [-5.06, -1.12, -1.17], [-3.56, -0.80, -1.18], [-3.22, 0.48, -1.96], [-1.74, 0.87, -1.85], [-0.85, -0.09, -2.33], [-2.20, -1.29, 2.64], [-1.58, -2.86, 2.09], [0.55, -1.85, 1.42], [0.21, -1.40, 3.11], [0.76, 3.65, -0.45], [1.35, 2.21, -1.29], [3.21, 3.68, -0.60], [2.68, 3.61, 1.08], [4.58, 2.13, 0.77], [3.16, 1.17, 1.14], [4.36, 1.59, -1.63], [2.90, 0.64, -1.29], [6.56, 0.77, -0.77], [7.91, -1.19, -0.15], [6.80, -3.32, 0.43], [4.34, -3.47, 0.38], [2.99, -1.51, -0.25], [-3.28, 0.14, 2.05], [-3.65, 1.13, 0.66], [-5.73, 0.44, 1.84], [-5.32, -1.26, 1.58], [-5.82, 0.83, -0.60], [-6.88, -0.52, -0.19], [-5.45, -1.04, -2.18], [-5.19, -2.15, -0.84], [-3.05, -1.63, -1.69], [-3.82, 1.32, -1.61], [-3.46, 0.30, -3.01], [-1.57, 1.77, -2.44], [-1.52, 1.12, -0.80], [-0.93, -0.90, -1.80]]
}

No. 6
{
  "formula": "C5H9NO3",
  "method": "the ωB97M-V functional and the def2-TZVPD basis",
  "homo_lumo_gap_ev": [8.02, 7.96],
  "relative_energy_kcal_mol": 202.8,
  "symbols": ["C", "C", "N", "C", "C", "C", "O", "O", "O", "H", "H", "H", "H", "H", "H", "H", "H", "H"],
  "positions_angstrom": [[-2.61, -0.99, -0.29], [0.75, 1.78, -0.59], [-1.87, 0.26, -0.28], [2.63, -0.86, 0.26], [0.52, 0.39, -0.27], [0.23, -0.74, 0.06], [-2.17, 0.96, 0.89], [3.44, 0.22, 0.29], [2.98, -1.98, 0.45], [-2.28, 0.33, 1.62], [4.35, -0.07, 0.48], [0.06, -1.76, 0.31], [-2.29, -1.57, -1.16], [-2.47, -1.60, 0.62], [-3.68, -0.78, -0.39], [-0.07, 2.36, -0.18], [1.70, 2.11, -0.16], [0.79, 1.93, -1.67]]
}

No. 7
{
  "formula": "C6H11NO",
  "method": "the ωB97M-V functional and the def2-TZVPD basis",
  "homo_lumo_gap_ev": 10.00,
  "relative_energy_kcal_mol": 88.2,
  "symbols": ["C", "C", "O", "C", "C", "N", "C", "C", "H", "H", "H", "H", "H", "H", "H", "H", "H", "H", "H"],
  "positions_angstrom": [[0.89, 0.45, -2.24], [0.43, 0.83, -0.87], [-0.96, 0.97, -0.94], [-1.60, 0.11, -0.04], [-0.57, 0.03, 1.06], [-0.16, -1.06, 1.96], [1.32, -0.93, 1.32], [0.57, -0.28, 0.20], [0.59, 1.13, -3.03], [0.45, -0.50, -2.54], [2.06, 0.35, -2.22], [0.92, 1.84, -0.49], [-2.55, 0.54, 0.25], [-1.76, -0.85, -0.52], [-0.55, 1.02, 1.57], [-0.48, -1.96, 1.59], [1.87, -1.85, 1.06], [1.80, -0.21, 2.01], [0.22, -1.20, -0.38]]
}

Number 5 is which compound?
C22H31N3O3